1.
{"formula": "C8H19INO2P", "method": "ωB97M-V/def2-TZVPD", "e_tot_ha": -1160.383589, "lumo_energy_ev": -1.0172, "homo_energy_ev": -6.0, "total_charge": 0, "max_force_ev_per_a": 2.82, "elements": ["O", "P", "I", "N", "C", "C", "C", "C", "C", "H", "H", "H", "H", "H", "H", "H", "H", "H", "H", "H", "H", "C", "C", "C", "O", "H", "H", "H", "H", "H", "H", "H"], "coordinates": [[2.67553, 0.69615, 0.41461], [1.49352, 1.59613, 1.21963], [1.36997, 0.68297, 3.48643], [0.04915, 1.18725, 0.21440], [-0.92461, 2.34407, 0.14930], [-1.76078, 2.50318, 1.47459], [-2.68464, 1.19267, 1.55907], [-1.76187, -0.08941, 1.57649], [-0.61181, -0.13028, 0.50971], [3.49451, 0.87952, 0.91284], [0.41322, 1.10948, -0.75901], [-0.34333, 3.25203, -0.14309], [-1.66406, 2.03985, -0.64617], [-1.08743, 2.49444, 2.37441], [-2.39606, 3.42964, 1.43185], [-3.31830, 1.18222, 0.63272], [-3.35503, 1.26556, 2.44901], [-1.42974, -0.24941, 2.63629], [-2.43341, -0.96662, 1.34719], [0.12653, -0.93261, 0.78278], [-1.06231, -0.49049, -0.46299], [1.36401, -2.52072, -3.12548], [1.02159, -1.53747, -1.98918], [1.67143, -2.03949, -0.68397], [-0.32059, -1.51951, -1.81550], [0.99235, -3.52882, -2.92055], [0.93753, -2.18901, -4.07604], [2.45318, -2.59418, -3.26331], [1.54653, -0.58508, -2.24171], [1.31857, -3.03222, -0.38920], [1.46147, -1.34685, 0.13430], [2.76487, -2.10302, -0.78942]], "forces_ev_per_a": [[-1.62, 0.87, 1.23], [1.92, 1.14, -0.59], [-0.18, -0.42, -0.32], [0.23, -0.78, -0.09], [-1.08, 0.40, 0.28], [-0.17, -1.39, -0.30], [0.91, 0.75, -0.57], [-0.86, 0.19, 0.63], [-2.34, -1.44, 0.67], [-0.10, -0.21, -0.36], [0.00, -0.45, 0.39], [-0.54, -0.73, 0.22], [0.96, 0.49, 0.52], [-0.59, 0.39, -0.76], [0.85, -0.83, 0.05], [0.40, -0.01, 0.82], [0.59, -0.28, -0.69], [0.01, 0.21, -0.97], [0.88, 0.75, 0.13], [-0.87, 1.37, -0.27], [0.99, 0.13, 0.41], [0.84, 0.15, -0.22], [-0.53, -1.85, 0.29], [1.06, -0.03, -0.08], [-0.66, 1.25, -0.23], [-0.14, 0.18, 0.18], [-0.10, 0.06, 0.15], [-0.01, -0.04, -0.08], [-0.15, 0.39, -0.07], [-0.24, 0.09, -0.24], [0.53, -0.41, -0.30], [0.00, 0.05, 0.16]]}

***

2.
{"formula": "C13H19CaN4O4", "method": "ωB97M-V/def2-TZVPD", "e_tot_ha": -1704.422195, "lumo_energy_ev": 2.2418, "homo_energy_ev": -2.4, "total_charge": -1, "max_force_ev_per_a": 4.69, "elements": ["Ca", "C", "C", "N", "C", "C", "C", "C", "C", "C", "C", "N", "C", "C", "N", "N", "H", "H", "H", "H", "H", "H", "H", "H", "H", "H", "H", "H", "H", "H", "H", "H", "H", "H", "O", "C", "O", "C", "O", "O", "H"], "coordinates": [[-0.91494, -0.05579, -0.53315], [-0.29535, -2.62491, 0.82099], [-0.29633, -1.57479, 1.95319], [-1.24439, -0.45675, 1.74252], [-0.77526, 0.73824, 2.47070], [0.42029, 1.41834, 1.82129], [1.12658, 2.43403, 2.44552], [2.10714, 3.10416, 1.71303], [2.31087, 2.78482, 0.36862], [1.55968, 1.76176, -0.19430], [1.56731, 1.50461, -1.69318], [0.70713, 0.40232, -2.18576], [1.40134, -0.89853, -2.13121], [1.33541, -1.67570, -0.78764], [-0.03336, -2.08201, -0.50004], [0.69761, 1.05296, 0.55386], [-1.28710, -3.09322, 0.80008], [0.41703, -3.42484, 1.05503], [0.73296, -1.21884, 2.07814], [-0.55659, -2.07390, 2.89506], [-2.19294, -0.74644, 2.07510], [-0.54805, 0.48757, 3.51396], [-1.59411, 1.46698, 2.47948], [0.90884, 2.71974, 3.46816], [2.67461, 3.90851, 2.17251], [3.01460, 3.35286, -0.22948], [2.59924, 1.38938, -2.04616], [1.18397, 2.42302, -2.15598], [0.42458, 0.60668, -3.17300], [2.44998, -0.79156, -2.43598], [0.94657, -1.53499, -2.90225], [1.78225, -1.08852, 0.01619], [1.95280, -2.57699, -0.88737], [-0.38843, -2.69805, -1.26933], [-3.80978, -1.17058, -3.39866], [-3.04515, -0.83775, -2.42130], [-1.78483, -0.58692, -2.52140], [-3.74864, -0.73991, -0.99820], [-5.00580, -1.00418, -0.97919], [-3.04701, -0.41137, 0.03193], [-1.75271, 1.81054, -1.03178]], "forces_ev_per_a": [[-3.89, 1.97, -1.72], [-0.52, -0.36, 0.22], [-0.08, -0.33, 0.10], [0.96, -0.37, 1.99], [-0.36, -0.36, 0.06], [0.14, -0.37, -0.61], [0.31, 0.17, -0.17], [-0.23, -0.20, -0.27], [0.01, 0.11, 0.43], [-0.45, -0.33, 0.34], [-0.32, -0.02, -0.51], [1.84, 0.41, -0.52], [-0.13, -0.36, -0.54], [0.35, -0.29, -0.75], [0.39, -1.98, -0.67], [1.04, 1.46, 0.92], [0.12, 0.14, -0.14], [0.14, -0.02, 0.33], [-0.22, 0.32, -0.03], [0.23, -0.28, -0.05], [1.02, 0.65, -0.94], [0.15, 0.19, 0.16], [0.07, -0.06, -0.12], [-0.02, -0.05, -0.06], [-0.05, -0.11, -0.06], [-0.05, -0.06, 0.00], [0.20, -0.02, 0.08], [-0.06, -0.09, 0.21], [-0.07, -0.34, 1.55], [0.19, -0.04, 0.21], [-0.11, 0.10, 0.22], [-0.32, 0.00, 0.10], [0.34, 0.09, -0.12], [0.30, 0.89, 1.06], [2.29, 0.85, 2.51], [-1.79, -0.80, -2.92], [-0.97, -0.82, 0.13], [-3.51, -0.48, 0.39], [3.43, 0.67, 0.21], [-0.79, -0.92, -1.18], [0.42, 1.04, 0.17]]}

***

3.
{"formula": "C9H20FN2O9", "method": "ωB97M-V/def2-TZVPD", "e_tot_ha": -1241.499622, "lumo_energy_ev": 2.0586, "e_above_lowest_ev": 2.388, "homo_energy_ev": -4.3, "total_charge": -1, "max_force_ev_per_a": 5.52, "elements": ["N", "H", "H", "H", "H", "N", "H", "H", "H", "H", "C", "C", "O", "O", "H", "H", "H", "C", "C", "O", "O", "H", "H", "H", "C", "C", "O", "O", "H", "H", "H", "C", "C", "O", "C", "O", "O", "F", "H", "H", "H"], "coordinates": [[19.83016, 0.57457, 9.10946], [19.52693, -0.18400, 9.70336], [20.53046, 0.04467, 8.61058], [20.35499, 1.19591, 9.70828], [19.07750, 0.93765, 8.54221], [18.21503, -2.74776, 8.06330], [18.18562, -1.90709, 7.50428], [18.51287, -2.55697, 9.00934], [18.62162, -3.56515, 7.63126], [17.25416, -3.05825, 8.08395], [18.46917, -1.67909, 12.53561], [18.29886, -1.92152, 11.08576], [19.36995, -2.10609, 10.46879], [17.19019, -2.04648, 10.55148], [18.11104, -2.36492, 13.30338], [18.13165, -0.66030, 12.72597], [19.51389, -1.62510, 12.84180], [16.25795, 0.46136, 7.69711], [17.04710, 0.21547, 6.42094], [18.23210, 0.02271, 6.63971], [16.57302, -0.11779, 5.31744], [15.23339, 0.64141, 7.37161], [16.58078, 1.37788, 8.19094], [16.51535, -0.38981, 8.32748], [18.70763, -5.32172, 4.67145], [19.51246, -4.29926, 5.40403], [19.73884, -4.54864, 6.67218], [19.86256, -3.23064, 4.83126], [17.69138, -5.41178, 5.05515], [19.34120, -6.20801, 4.70598], [18.59256, -4.89535, 3.67492], [13.95070, -6.49611, 8.53083], [12.99894, -5.90696, 7.54866], [13.49483, -4.57572, 7.60759], [14.81788, -4.66621, 7.67187], [15.55652, -3.70744, 7.47890], [15.12133, -5.92114, 8.09756], [11.80425, -6.05267, 8.02828], [13.87264, -7.58054, 8.45327], [13.60163, -6.32304, 9.54882], [13.07946, -6.39448, 6.57710]], "forces_ev_per_a": [[1.46, -0.79, 1.00], [-1.09, -1.10, 0.91], [0.06, 0.09, -1.35], [-0.29, 0.71, 0.00], [-0.56, 0.02, -1.20], [-1.97, -0.27, -0.31], [0.68, 0.51, -0.82], [0.61, 0.01, 0.62], [2.01, -0.51, -1.06], [-0.69, 0.26, 0.49], [0.86, 1.28, 2.09], [-0.87, -1.83, -0.11], [2.03, 1.01, -1.18], [-0.84, 0.64, 0.59], [-0.99, -0.10, -0.58], [-0.60, -0.02, 0.38], [0.37, -0.05, -0.61], [-0.65, 1.00, -1.07], [-1.66, -2.00, -1.72], [5.03, 0.51, 2.23], [-1.66, 1.26, 0.51], [-0.35, -0.60, 0.75], [0.24, 0.11, 0.10], [-0.82, 0.03, 0.19], [0.16, 0.55, -1.01], [0.80, 2.58, 2.47], [-0.50, -0.10, -1.61], [-0.34, -1.78, 0.38], [0.26, -0.43, 0.47], [-0.66, -0.44, -0.21], [0.13, -0.54, -0.32], [-1.55, -2.26, -0.26], [2.17, -0.51, 0.92], [-1.90, 0.57, -1.56], [2.09, 2.89, 0.39], [-1.75, -3.25, 0.40], [2.44, 0.61, 0.23], [-3.07, 0.61, 0.43], [0.99, -0.16, -0.31], [0.47, 0.87, 0.18], [-0.06, 0.59, -0.42]]}

***

4.
{"formula": "C3H4O2", "method": "ωB97M-V/def2-TZVPD", "e_tot_ha": -266.996174, "lumo_energy_ev": 0.5892, "e_above_lowest_ev": 5.350, "homo_energy_ev": -8.3, "total_charge": 0, "max_force_ev_per_a": 4.61, "elements": ["C", "C", "C", "O", "O", "H", "H", "H", "H"], "coordinates": [[-0.28856, 0.22333, -0.63387], [-0.36621, 0.53237, 0.65949], [0.91563, -1.29634, 0.86727], [-0.03088, -0.58214, 1.42638], [-0.28541, 0.81963, -1.79959], [-0.17257, -0.89145, -0.92822], [-0.57700, 1.45349, 1.05497], [1.04964, -2.31220, 1.50480], [0.23835, 1.60985, -1.65729]], "forces_ev_per_a": [[-0.37, -4.58, -0.38], [0.50, -1.60, -2.66], [1.07, -1.69, 1.57], [0.42, -0.60, 0.74], [0.16, 2.40, -0.72], [-0.47, 1.64, 1.27], [-0.29, 1.74, 1.51], [-0.90, 1.90, -0.69], [-0.11, 0.79, -0.63]]}

***

5.
{"formula": "C4H11N3O", "method": "ωB97M-V/def2-TZVPD", "e_tot_ha": -398.424745, "lumo_energy_ev": 0.8997, "e_above_lowest_ev": 3.522, "smiles": "CCC(=O)NC(N)N", "homo_energy_ev": -9.2, "total_charge": 0, "max_force_ev_per_a": 3.13, "elements": ["C", "C", "C", "O", "N", "C", "N", "N", "H", "H", "H", "H", "H", "H", "H", "H", "H", "H", "H"], "coordinates": [[2.73462, 0.27902, -1.11225], [1.98743, 0.18292, 0.21041], [0.28579, 0.78165, -0.09690], [0.15155, 1.84049, -0.62704], [-0.41473, -0.27575, 0.23683], [-1.87390, -0.33876, 0.01303], [-2.62869, 0.60857, 0.81805], [-2.24609, -1.71197, 0.25701], [2.42267, -0.51370, -1.79437], [2.53185, 1.23708, -1.59052], [3.81288, 0.20369, -0.96229], [2.29481, 0.95746, 0.91411], [2.26833, -0.74521, 0.74075], [0.77607, -0.69851, 0.30852], [-2.07511, -0.09297, -1.03476], [-2.43680, 1.56260, 0.53047], [-2.37963, 0.52025, 1.79898], [-3.25337, -1.80574, 0.20088], [-1.95768, -1.99113, 1.18909]], "forces_ev_per_a": [[0.02, 0.01, 0.13], [-0.29, 1.87, -0.43], [2.44, -0.17, -0.37], [-0.32, 0.15, 0.21], [1.38, -0.62, 0.53], [0.00, -0.31, 0.08], [0.20, -0.07, -0.10], [-0.01, 0.00, -0.05], [0.04, 0.01, -0.02], [-0.05, -0.01, 0.03], [-0.01, -0.05, -0.05], [0.13, 0.03, -0.01], [-0.53, -0.20, -0.08], [-3.07, -0.63, 0.13], [0.01, -0.03, 0.09], [0.03, -0.04, 0.00], [0.00, -0.01, -0.07], [0.04, 0.04, 0.01], [-0.01, 0.03, -0.03]]}